Entry 1:
Entry from the Open Molecules 2025 dataset: a structure of composition C12H14N2Pt in a non-equilibrium geometry (the ωB97M-V functional and the def2-TZVPD basis).

Structure (ORCA input):
```
! wB97M-V def2-TZVPD RIJCOSX def2/J DEFGRID3
* xyz 4 5
Pt 0.7281 0.1630 -0.1428
C -3.8046 1.4269 -2.6795
C -2.4622 1.5279 -2.1598
C -2.0940 2.5936 -1.2708
C -0.8112 2.7247 -0.7911
C 0.2660 1.9398 -1.3000
C -0.0758 0.8266 -2.1552
C -1.4125 0.6386 -2.5443
H -4.0943 2.3046 -3.3194
H -4.5936 1.6071 -1.9150
H -4.0065 0.5454 -3.3017
H -2.8304 3.3642 -1.0365
H -0.5964 3.5094 -0.0591
H 1.2612 2.4056 -1.3691
H 0.6967 0.3603 -2.7845
H -1.6395 -0.1454 -3.2669
N 2.4283 -2.9070 0.2754
C 2.0541 -2.3074 1.3795
C 2.1703 -2.9974 2.6459
C 1.9034 -2.3322 3.8160
C 1.5644 -0.9793 3.7907
C 1.4199 -0.3703 2.5242
N 1.5762 -1.0095 1.3708
H 2.8114 -3.8612 0.2970
H 2.4622 -2.4471 -0.6354
H 2.5034 -4.0341 2.6493
H 1.9751 -2.8461 4.7802
H 1.4139 -0.4016 4.7014
H 1.1866 0.7008 2.5006
*
```

Computed properties:
Frontier orbital gap (spin up / spin down) in eV: 7.94 / 5.20

---

Entry 2:
Entry from the Open Molecules 2025 dataset: a structure of composition C29H40CrN5OP2SSb (the ωB97M-V functional and the def2-TZVPD basis).

Structure (ORCA input):
```
! wB97M-V def2-TZVPD RIJCOSX def2/J DEFGRID3
* xyz 3 4
Cr -0.4504 0.2660 0.2444
O -1.0292 0.7027 2.1775
C 0.1303 0.3322 2.0918
C 1.3233 0.3073 2.8985
C 1.4340 0.2088 4.2836
C 2.7084 0.2019 4.8251
C 3.8277 0.3194 3.9955
C 3.7031 0.4587 2.6140
C 2.4356 0.4390 2.0646
P 1.9838 0.7795 0.3298
C 2.0824 2.5797 0.1384
C 2.5871 3.4160 1.1297
C 2.7027 4.7831 0.8959
C 2.3353 5.3155 -0.3304
C 1.8315 4.4849 -1.3277
C 1.6948 3.1280 -1.0868
C 3.3225 0.0532 -0.6522
C 3.6416 -1.2918 -0.4224
C 4.6893 -1.8923 -1.1027
C 5.4311 -1.1510 -2.0191
C 5.1356 0.1866 -2.2355
C 4.0891 0.7969 -1.5473
H 0.5578 0.1101 4.9114
H 2.8417 0.0989 5.8940
H 4.8169 0.3067 4.4381
H 4.5822 0.5745 1.9904
H 2.8991 3.0176 2.0872
H 3.0947 5.4286 1.6715
H 2.4419 6.3776 -0.5122
H 1.5512 4.9007 -2.2876
H 1.3039 2.4911 -1.8697
H 3.0983 -1.8695 0.3202
H 4.9402 -2.9286 -0.9114
H 6.2557 -1.6150 -2.5466
H 5.7296 0.7660 -2.9309
H 3.8839 1.8472 -1.7153
N -4.3963 -2.5195 1.3052
C -3.4413 -1.6101 1.4418
N -3.4172 -0.8743 2.5432
S -2.2915 -1.4634 0.1545
H -5.0859 -2.6893 2.0218
H -4.4037 -3.1154 0.4948
H -4.1031 -0.9881 3.2738
H -2.7254 -0.1481 2.6439
C -2.3261 3.5351 -2.2271
Sb -1.9147 2.5152 -0.4245
C -1.4150 4.1073 0.8688
C -3.8912 2.1476 0.2436
H -2.8291 4.4681 -1.9684
H -2.9921 2.9288 -2.8405
H -1.4142 3.7608 -2.7788
H -2.2554 4.8007 0.8876
H -0.5186 4.6139 0.5186
H -1.2466 3.7143 1.8705
H -4.4829 3.0530 0.1177
H -3.8644 1.8863 1.3003
H -4.3400 1.3333 -0.3216
C -0.2283 -0.6974 -5.1663
N -1.1610 -1.6189 -4.3515
C -0.4316 -2.9664 -4.1230
N 0.8218 -2.7476 -3.4890
C 1.6609 -1.8461 -4.2873
N 1.0172 -0.5411 -4.4989
C 0.9328 0.2568 -3.2739
P -0.0744 -0.6279 -2.0009
C -1.5608 -0.9836 -3.0411
C 0.7073 -2.3019 -2.0975
H -0.7522 0.2482 -5.2898
H -0.1028 -1.1848 -6.1309
H -2.0040 -1.7968 -4.9015
H -0.3061 -3.3965 -5.1144
H -1.0981 -3.5841 -3.5254
H 1.8443 -2.3037 -5.2577
H 2.6154 -1.7005 -3.7830
H 0.4950 1.2337 -3.4811
H 1.9360 0.4157 -2.8795
H -2.1052 -0.0650 -3.2576
H -2.2313 -1.6612 -2.5180
H 0.1214 -3.0089 -1.5094
H 1.6986 -2.2466 -1.6607
*
```

Computed properties:
ΔE to the lowest compared entry with this formula, charge and spin in kcal per mole: 5.8
Frontier orbital gap (spin up / spin down) in eV: 7.38 / 7.55

---

Entry 3:
Entry from the Open Molecules 2025 dataset: a cluster of 2 separate species, C22H36FN2O4PS2 in total in a non-equilibrium geometry (the ωB97M-V functional and the def2-TZVPD basis).

Structure (ORCA input):
```
! wB97M-V def2-TZVPD RIJCOSX def2/J DEFGRID3
* xyz 0 1
C 1.4451 4.0099 2.9971
C 2.1636 3.0133 1.9252
C 1.0695 1.9004 1.5454
F 0.7967 1.1693 2.7889
P 1.7239 0.6092 0.2572
N 1.6851 1.9042 -0.9681
C 0.6167 -0.5556 -0.7285
C -0.2516 0.1115 -1.8965
C -1.3964 1.1344 -1.3751
S -3.1171 0.3892 -1.4214
C -3.2676 -0.7428 0.0762
S -2.8953 -2.3717 -0.2358
N -3.6418 -0.2389 1.3949
C -4.4122 1.0420 1.3332
C -3.3168 2.2547 1.4277
C -4.2926 -1.2763 2.2501
C -3.1832 -2.0641 3.1468
O 1.9046 -0.5058 1.5989
C 2.4793 -1.7342 1.2161
O 3.2693 -1.9325 0.2589
C 2.1389 -3.0240 2.1318
C 2.5168 -2.9141 3.6274
C 2.2289 -4.1036 4.5938
C 1.5537 -5.3579 3.9615
C 1.2007 -5.5029 2.4595
C 1.4979 -4.3046 1.4824
H 2.2677 4.6057 3.5319
H 0.6872 4.6722 2.4463
H 0.8705 3.4461 3.8051
H 3.0656 2.4928 2.3935
H 2.4274 3.5660 0.9451
H 0.1155 2.4234 1.2011
H 3.1684 0.6126 0.1110
H 2.5555 2.4526 -1.0057
H 0.9241 2.5838 -0.8280
H 1.1739 -1.4503 -1.2059
H -0.1408 -1.0070 0.0257
H 0.3806 0.5577 -2.7648
H -0.8385 -0.7570 -2.3934
H -1.1457 1.6387 -0.3840
H -1.4254 1.9817 -2.1654
H -5.0990 1.1433 0.4228
H -5.0944 1.2018 2.2535
H -3.3932 2.7178 2.4811
H -3.5005 3.0772 0.6600
H -2.2839 1.7704 1.3716
H -4.9545 -2.0091 1.6478
H -5.0103 -0.8093 3.0290
H -2.7837 -1.4207 4.0003
H -2.2835 -2.4013 2.5177
H -3.6804 -3.0302 3.5438
H 3.0106 -1.9905 4.0745
H 2.4928 -3.9963 5.6982
H 1.3121 -6.2206 4.6677
H 0.7026 -6.4608 2.0589
H 1.2633 -4.3593 0.3659
O 0.2779 2.3772 -4.3234
C 0.7625 1.7165 -5.2064
C 1.6383 2.2369 -6.3133
C 1.6137 1.0916 -7.3030
C 1.4115 -0.1084 -6.4077
O 0.6212 0.3675 -5.3124
H 2.6421 2.4140 -5.9200
H 1.2264 3.1495 -6.7438
H 2.5127 1.0233 -7.9179
H 0.7549 1.2037 -7.9726
H 2.3552 -0.4972 -6.0137
H 0.8830 -0.9152 -6.9185
*
```

Computed properties:
Structure (SMILES): CC[C@H](F)[PH](N)(CCCSC(=S)N(CC)CC)OC(=O)c1ccccc1.O=C1CCCO1
ΔE to the lowest compared entry with this formula, charge and spin in kcal per mole: 0.0
Frontier orbital gap in eV: 7.90

---

Entry 4:
Entry from the Open Molecules 2025 dataset: a cluster of 6 separate species, C18H42N6O6 in total in a non-equilibrium geometry (the ωB97M-V functional and the def2-TZVPD basis).

Structure (ORCA input):
```
! wB97M-V def2-TZVPD RIJCOSX def2/J DEFGRID3
* xyz 0 1
C 0.0043 -6.2850 -0.9072
N -0.1987 -6.0943 0.4811
C 0.4203 -4.9183 1.1690
C -1.3020 -6.7066 1.0593
O -1.5917 -6.4407 2.2299
H 0.5814 -7.2972 -1.2337
H 0.0817 -5.4630 -1.4599
H -0.9439 -6.4951 -1.3590
H 0.6391 -5.2596 2.0171
H -0.5116 -4.2400 1.1011
H 1.2197 -4.4188 0.5770
H -1.8162 -7.3915 0.4388
C 0.2560 4.5628 -4.9392
N 0.5630 3.3007 -4.2923
C 1.7794 3.2911 -3.3755
C -0.2433 2.3028 -4.5604
O 0.0483 1.1638 -4.1725
H -0.7725 4.7178 -5.2971
H 0.6813 4.5453 -5.9242
H 0.9621 5.5364 -4.5138
H 2.5499 3.9399 -3.6105
H 2.3069 2.3408 -3.4781
H 1.6425 3.5273 -2.4335
H -1.1634 2.4497 -5.0327
C 0.4432 2.6783 0.8605
N -0.3644 3.8651 0.6686
C -0.8290 4.2648 -0.6735
C -0.5498 4.7347 1.6631
O -1.0065 5.8828 1.5530
H 0.1527 1.8933 1.6649
H 1.4097 3.0388 0.9904
H 0.7189 2.2681 -0.0733
H -1.7999 4.6365 -0.8094
H -0.8100 3.2062 -1.2154
H -0.1078 4.8211 -1.2057
H -0.2109 4.4028 2.6368
C -0.4751 -0.3200 -1.1620
N 0.3488 -1.0540 -0.1671
C -0.0692 -0.9760 1.2693
C 1.5659 -1.4116 -0.5086
O 2.3533 -1.9696 0.1991
H -1.4402 -0.9228 -1.5147
H 0.1866 0.0785 -1.9551
H -1.0092 0.4756 -0.5398
H -0.3036 -2.0804 1.7598
H -0.8941 -0.3085 1.5269
H 0.9408 -0.5803 1.8445
H 1.9212 -1.2074 -1.6070
C -2.6625 -3.8300 -0.7579
N -3.7218 -2.8159 -1.0770
C -4.5625 -2.3214 0.0741
C -4.0199 -2.3845 -2.3508
O -5.0023 -1.7542 -2.6430
H -3.0623 -4.7968 -1.0411
H -2.4082 -3.8809 0.2878
H -1.7190 -3.3774 -1.1604
H -4.4717 -1.2801 0.1144
H -4.5140 -2.9274 0.9971
H -5.7777 -2.4575 0.0412
H -3.2704 -2.7350 -2.9768
C 4.0654 1.9918 5.5026
N 3.3627 2.5247 4.2642
C 2.0490 1.8553 3.9191
C 3.9627 3.5345 3.6157
O 3.3651 4.0241 2.5959
H 4.4742 2.5219 6.2547
H 5.1268 1.5535 5.1920
H 3.5583 1.0591 5.9339
H 1.3231 2.8371 3.8372
H 1.6475 1.5136 4.8056
H 1.9504 1.2616 3.0799
H 4.9430 3.7993 3.8023
*
```

Computed properties:
Structure (SMILES): CN(C)C=O.CN(C)C=O.CN(C)C=O.CN(C)C=O.CN(C)C=O.CN(C)C=O
ΔE to the lowest compared entry with this formula, charge and spin in kcal per mole: 273.7
Frontier orbital gap in eV: 9.66

---

Entry 5:
Entry from the Open Molecules 2025 dataset: an isolated molecule of C3H9NO in a non-equilibrium geometry (the ωB97M-V functional and the def2-TZVPD basis).

Structure (ORCA input):
```
! wB97M-V def2-TZVPD RIJCOSX def2/J DEFGRID3
* xyz 0 1
N 1.3230 -0.1490 -1.4356
C 0.4163 -0.9796 -0.6494
C 0.0320 -0.4484 0.7807
C -0.5151 0.9931 0.6993
O -1.8136 0.9906 0.0338
H 2.1652 0.2169 -0.9674
H 0.7533 0.6793 -1.6877
H -0.5042 -0.9870 -1.2428
H 0.8515 -1.9961 -0.5176
H 0.8630 -0.4759 1.4518
H -0.6909 -1.2362 1.2404
H -0.6528 1.4646 1.7427
H 0.1471 1.6030 0.0219
H -2.3749 0.3247 0.5299
*
```

Computed properties:
Structure (SMILES): NCCCO
ΔE to the lowest compared entry with this formula, charge and spin in kcal per mole: 29.6
Frontier orbital gap in eV: 10.26

---

In order of appearance, molecular weight = 381.336, 742.444, 506.646, 438.570, 75.111 g mol⁻¹.